The following is a quantum chemistry calculation of C44H121BrClFeN11O11 as an isolated structure in a non-equilibrium geometry, from the OMol25 dataset.

Results
multiplicity: 5
LUMO level (alpha / beta): 0.277 / 0.271 eV
maximum force: 2.36 eV Å⁻¹
HOMO-LUMO gap (alpha / beta): 8.903 / 8.885 eV

Last column: Löwdin spin population.
Atoms and positions in Å:
1 Fe 15.30101 -15.64743 -15.10133  3.738
2 Br 14.02966 -16.19562 -12.88457  0.048
3 Cl 14.32461 -15.82560 -17.34256  0.071
4 C 10.97142 -14.88203 -8.68276  0.000
5 C 11.01310 -14.06422 -9.96108  0.000
6 C 10.20688 -12.69672 -9.71435  0.000
7 O 9.98805 -11.86184 -10.90085  0.000
8 C 8.98513 -12.33435 -11.79831  0.000
9 N 12.35924 -13.75910 -10.40280  0.000
10 H 11.34663 -14.34987 -7.80862  0.000
11 H 11.50583 -15.81077 -8.88262  0.000
12 H 9.93276 -15.09431 -8.42932  0.000
13 H 10.52410 -14.66688 -10.72645  0.000
14 H 10.86167 -12.12606 -9.05579  0.000
15 H 9.23942 -12.83014 -9.23027  0.000
16 H 9.18535 -11.92158 -12.78707  0.000
17 H 7.96613 -12.02502 -11.56583  0.000
18 H 8.97448 -13.39249 -12.05969  0.000
19 H 12.33740 -13.00608 -11.07554  0.000
20 H 12.70316 -14.57013 -10.89683  0.000
21 C 13.06897 -12.39884 -14.00408  0.000
22 C 13.87024 -12.72236 -15.30390  0.003
23 C 14.20583 -11.46952 -16.09125  0.002
24 O 14.95760 -10.52108 -15.43876  0.000
25 C 14.28755 -9.50001 -14.74399  0.000
26 N 15.10368 -13.42012 -15.01877  0.032
27 H 13.67521 -11.94853 -13.21808  0.000
28 H 12.66325 -13.33058 -13.60993  0.000
29 H 12.18484 -11.76519 -14.07411  0.000
30 H 13.26869 -13.30827 -15.99885  0.000
31 H 13.41884 -10.85668 -16.53078  0.000
32 H 14.82707 -11.69654 -16.95763  0.000
33 H 14.50677 -9.52545 -13.67657  0.000
34 H 13.21932 -9.48538 -14.96025  0.000
35 H 14.66455 -8.54676 -15.11450  0.000
36 H 15.73681 -13.09607 -15.73588  0.001
37 H 15.48656 -12.91757 -14.23077  0.002
38 C 16.27846 -14.80896 -7.94928  0.000
39 C 15.68851 -15.71420 -9.07296  0.000
40 C 14.44391 -16.49568 -8.58139  0.000
41 O 14.79963 -17.48117 -7.54853  0.000
42 C 13.72627 -17.97559 -6.78410  0.000
43 N 15.35458 -14.90586 -10.25620  0.001
44 H 17.32701 -14.66779 -8.21140  0.000
45 H 16.24093 -15.23499 -6.94669  0.000
46 H 15.71462 -13.87680 -7.98487  0.000
47 H 16.37501 -16.53044 -9.29785  0.000
48 H 13.83349 -17.01214 -9.32217  0.000
49 H 13.76928 -15.73728 -8.18415  0.000
50 H 13.20884 -17.15145 -6.29303  0.000
51 H 14.16011 -18.68733 -6.08174  0.000
52 H 12.96263 -18.47992 -7.37621  0.000
53 H 14.97724 -15.45212 -11.01732  0.001
54 H 14.61237 -14.27747 -9.98351  0.000
55 C 10.49623 -18.46026 -18.69079  0.000
56 C 11.01635 -18.87781 -17.33335  0.000
57 C 12.41262 -19.56912 -17.44116  0.000
58 O 12.22768 -20.63781 -18.36264  0.000
59 C 13.42741 -21.27694 -18.72780  0.000
60 N 11.19744 -17.62984 -16.60749  0.000
61 H 10.62513 -19.23048 -19.45122  0.000
62 H 11.02512 -17.62582 -19.15132  0.000
63 H 9.43470 -18.22049 -18.62940  0.000
64 H 10.34629 -19.50967 -16.75038  0.000
65 H 12.72279 -19.88572 -16.44534  0.000
66 H 13.20111 -18.89695 -17.77964  0.000
67 H 13.11098 -22.15239 -19.29485  0.000
68 H 14.03162 -21.53605 -17.85838  0.000
69 H 14.06991 -20.67989 -19.37495  0.000
70 H 10.45155 -16.97232 -16.78474  0.000
71 H 12.01773 -17.20309 -17.01381  0.000
72 C 15.33770 -20.38791 -9.79290  0.000
73 C 16.71623 -20.28014 -10.39791  0.000
74 C 17.60339 -21.54827 -10.37383  0.000
75 O 17.87622 -21.98510 -9.07941  0.000
76 C 18.78096 -21.13902 -8.37825  0.000
77 N 16.53103 -19.88454 -11.78679  0.000
78 H 14.77688 -19.45327 -9.78803  0.000
79 H 15.37874 -20.82251 -8.79413  0.000
80 H 14.66717 -21.06185 -10.32610  0.000
81 H 17.24772 -19.43792 -9.95486  0.000
82 H 18.51051 -21.33281 -10.93846  0.000
83 H 17.08737 -22.38183 -10.85027  0.000
84 H 18.21492 -20.35323 -7.87802  0.000
85 H 19.57821 -20.79490 -9.03709  0.000
86 H 19.30395 -21.78375 -7.67192  0.000
87 H 15.90278 -19.13290 -12.03263  0.000
88 H 16.04060 -20.69692 -12.13265  0.000
89 C 15.05299 -22.96536 -13.80213  0.000
90 C 13.69048 -22.34816 -13.93300  0.000
91 C 12.56788 -23.43627 -13.70819  0.000
92 O 12.73830 -24.63859 -14.49456  0.000
93 C 12.32158 -24.53512 -15.85708  0.000
94 N 13.60813 -21.34546 -12.86746  0.000
95 H 15.46283 -22.77756 -12.80973  0.000
96 H 15.77563 -22.66478 -14.56078  0.000
97 H 15.09761 -24.04376 -13.95432  0.000
98 H 13.58583 -21.92828 -14.93343  0.000
99 H 11.55056 -23.09333 -13.89673  0.000
100 H 12.74815 -23.70462 -12.66723  0.000
101 H 12.85306 -23.67631 -16.26704  0.000
102 H 11.24106 -24.41543 -15.93614  0.000
103 H 12.57020 -25.48631 -16.32775  0.000
104 H 13.24536 -21.82389 -12.05530  0.000
105 H 12.95322 -20.63137 -13.15256  0.000
106 C 8.47618 -15.22512 -19.08456  0.000
107 C 8.71994 -13.72409 -18.86864  0.000
108 C 9.59929 -13.53433 -17.61854  0.000
109 O 9.21302 -14.40469 -16.57211  0.000
110 C 10.06134 -14.40705 -15.46050  0.000
111 N 9.40344 -13.26347 -20.08417  0.000
112 H 9.40626 -15.79308 -19.10635  0.000
113 H 7.95230 -15.42128 -20.02006  0.000
114 H 7.83167 -15.71545 -18.35498  0.000
115 H 7.75445 -13.24195 -18.71544  0.000
116 H 9.66736 -12.48911 -17.31691  0.000
117 H 10.66415 -13.71085 -17.77030  0.000
118 H 9.55624 -14.88577 -14.62158  0.000
119 H 10.20678 -13.41403 -15.03524  0.000
120 H 11.03463 -14.81154 -15.73836  0.000
121 H 10.34882 -13.61817 -20.10772  0.000
122 H 9.57780 -12.26967 -20.12951  0.000
123 C 15.18443 -11.39743 -10.83974  0.000
124 C 16.36228 -11.67411 -11.73266  0.000
125 C 17.65825 -11.54354 -10.98132  0.000
126 O 18.73115 -11.74672 -11.92199  0.000
127 C 19.99747 -11.37801 -11.40786  0.000
128 N 16.14466 -12.99830 -12.26667  0.000
129 H 14.24099 -11.28216 -11.37334  0.000
130 H 15.28148 -10.50685 -10.21881  0.000
131 H 15.13293 -12.20796 -10.11277  0.000
132 H 16.33255 -10.99035 -12.58100  0.000
133 H 17.72220 -12.24704 -10.15120  0.000
134 H 17.71632 -10.53160 -10.58044  0.000
135 H 20.00359 -10.37764 -10.97505  0.000
136 H 20.78052 -11.51094 -12.15436  0.000
137 H 20.21526 -11.96534 -10.51583  0.000
138 H 17.01404 -13.32813 -12.66100  0.000
139 H 15.93112 -13.60492 -11.48788  0.000
140 C 19.05194 -14.95972 -11.00901  0.000
141 C 18.95205 -16.38444 -11.56452  0.000
142 C 19.38468 -17.51217 -10.60891  0.000
143 O 20.80058 -17.69657 -10.73353  0.000
144 C 21.49862 -17.30905 -9.58517  0.000
145 N 17.59173 -16.65747 -12.02450  0.000
146 H 19.93342 -14.74848 -10.40365  0.000
147 H 18.16505 -14.72058 -10.42219  0.000
148 H 19.07359 -14.26959 -11.85242  0.000
149 H 19.62361 -16.43304 -12.42169  0.000
150 H 18.97442 -18.41608 -11.05916  0.000
151 H 18.99412 -17.37789 -9.60018  0.000
152 H 22.55577 -17.51692 -9.75045  0.000
153 H 21.27471 -17.91135 -8.70471  0.000
154 H 21.33245 -16.26026 -9.33914  0.000
155 H 16.97016 -16.33467 -11.29680  0.000
156 H 17.54913 -17.65375 -11.86414  0.000
157 C 11.37111 -19.09071 -11.45085  0.000
158 C 10.87250 -18.88827 -12.90757  0.000
159 C 10.11252 -17.58765 -13.12872  0.000
160 O 8.95267 -17.50994 -12.26370  0.000
161 C 8.00223 -16.53276 -12.78347  0.000
162 N 12.03855 -19.03890 -13.78711  0.000
163 H 10.53587 -19.06941 -10.75083  0.000
164 H 12.12278 -18.35937 -11.15382  0.001
165 H 11.93363 -20.01126 -11.29510  0.000
166 H 10.17950 -19.67941 -13.19382  0.000
167 H 9.80531 -17.53021 -14.17295  0.000
168 H 10.75083 -16.71923 -12.96593  0.000
169 H 7.23724 -16.30939 -12.03983  0.000
170 H 7.49446 -16.94164 -13.65702  0.000
171 H 8.41655 -15.54611 -12.99072  0.000
172 H 12.65737 -18.28295 -13.53078  0.001
173 H 11.67763 -18.77369 -14.69237  0.000
174 C 19.37652 -16.16657 -15.90922  0.003
175 C 17.85089 -16.30982 -15.75374  0.008
176 C 17.44495 -17.75737 -15.42475  0.002
177 O 16.04696 -17.76804 -15.28235  0.028
178 C 15.42964 -19.05740 -15.26775  0.002
179 N 17.31389 -15.41140 -14.73679  0.041
180 H 19.78445 -16.79943 -16.69737  0.000
181 H 19.90592 -16.48901 -15.01264  0.000
182 H 19.67796 -15.12962 -16.05741  0.000
183 H 17.38073 -16.03859 -16.69898  0.002
184 H 17.97324 -18.10188 -14.53575  0.000
185 H 17.71100 -18.49160 -16.18516  0.000
186 H 14.34772 -19.05749 -15.13525  0.000
187 H 15.95122 -19.68375 -14.54405  0.000
188 H 15.62525 -19.62066 -16.18021  0.001
189 H 17.80858 -14.55825 -14.95478  0.002
190 H 17.77968 -15.80120 -13.92982  0.004